# C24H42As2F12HfN6

C24H42As2F12HfN6 as an isolated structure (the ωB97M-V functional and the def2-TZVPD basis, the Open Molecules 2025 dataset).

Summary:
Largest force on an atom (eV/A): 11.96
Energy (eV): -190086.1381
LUMO (eV): -11.9
Gap between HOMO and LUMO (eV): 2.445
Net charge: +2

Each line ends with the Löwdin charge.
Positions of all 87 atoms, in Å:
Hf 0.16033 0.91134 -3.56576  2.351
As 1.96650 -3.01671 -3.81427  0.812
F 0.46803 -3.31741 -4.71626  -0.262
F 1.13157 -3.68420 -2.43031  -0.228
F 3.33386 -2.63541 -2.82168  -0.224
F 2.72315 -2.28513 -5.22885  -0.253
F 1.25220 -1.41055 -3.36233  -0.392
F 2.69626 -4.52845 -4.24691  -0.210
As 0.48804 -0.24777 0.43780  0.896
F 0.43140 -0.89367 2.05505  -0.218
F -1.04202 0.60184 0.65560  -0.247
F 0.36044 0.23778 -1.34327  -0.457
F 2.03897 -1.00857 0.19827  -0.195
F -0.41782 -1.67809 -0.10170  -0.234
F 1.18530 1.26130 1.03579  -0.239
C 6.23989 1.14853 -3.22927  -0.096
C 5.98955 1.80203 -1.86244  -0.222
C 4.94642 1.00625 -1.03291  -0.108
C 3.61461 0.89210 -1.70578  -0.132
N 2.66389 0.77149 -2.33776  0.125
H 7.25735 1.40277 -3.52255  0.084
H 5.55569 1.50797 -3.99797  0.069
H 6.13302 0.06290 -3.22044  0.082
H 5.64753 2.80942 -2.11067  0.108
H 6.89443 1.98483 -1.28690  0.120
H 4.57024 1.59077 -0.18717  0.127
H 5.27505 -0.01460 -0.84594  0.145
C -6.40113 1.62979 -0.03644  -0.080
C -5.25633 1.37338 -0.98894  -0.243
C -3.91610 1.88136 -0.47874  -0.137
C -2.77404 1.72565 -1.37261  -0.118
N -1.80195 1.59575 -1.97470  0.086
H -6.30078 2.47215 0.64843  0.088
H -6.81125 0.73263 0.41718  0.088
H -7.17585 2.05442 -0.68075  0.083
H -5.50504 1.77957 -1.97009  0.115
H -5.12354 0.30453 -1.17042  0.117
H -3.61491 1.31165 0.40729  0.147
H -3.84833 2.95794 -0.28948  0.147
C 1.43561 5.84890 2.16442  -0.080
C 1.68283 4.52682 1.35178  -0.203
C 0.77250 4.68041 0.10462  -0.135
C 0.75905 3.54051 -0.83695  -0.127
N 0.69031 2.68545 -1.60064  0.082
H 0.49650 5.86042 2.70988  0.084
H 1.54932 6.66004 1.44124  0.074
H 2.26399 6.11215 2.82277  0.081
H 1.36597 3.62137 1.86429  0.085
H 2.75090 4.54904 1.14861  0.116
H 1.01125 5.55139 -0.50596  0.138
H -0.30755 4.60574 0.27994  0.142
C -3.71836 -4.71744 2.83161  -0.095
C -2.79853 -4.14773 1.74457  -0.255
C -1.70387 -3.30595 2.43967  -0.185
C -2.25431 -2.03839 2.95044  -0.255
N -2.74852 -1.07568 3.33367  0.146
H -4.42953 -3.93503 3.09580  0.079
H -3.16174 -5.01579 3.71860  0.081
H -4.18932 -5.63066 2.47058  0.077
H -3.28977 -3.54876 0.97730  0.093
H -2.37494 -5.03987 1.27761  0.105
H -0.77485 -3.04582 1.93631  0.086
H -1.43430 -3.82016 3.36466  0.119
C -3.20995 -4.15586 -4.38305  -0.080
C -3.23959 -4.09841 -2.85063  -0.207
C -1.96429 -3.52743 -2.17194  -0.136
C -1.56036 -2.20615 -2.58155  -0.123
N -1.18882 -1.17745 -2.93124  0.107
H -3.57726 -3.22506 -4.81502  0.073
H -3.77285 -5.00060 -4.77184  0.086
H -2.17913 -4.23682 -4.73716  0.068
H -3.54730 -4.99083 -2.31261  0.122
H -3.99523 -3.33554 -2.64002  0.103
H -1.14229 -4.23444 -2.31222  0.137
H -2.11046 -3.54050 -1.08926  0.114
C 2.15037 2.82351 5.12487  -0.107
C 1.42166 1.49097 5.01484  -0.220
C 2.31279 0.53151 4.13706  -0.205
C 3.63974 0.11075 4.58984  -0.221
N 4.66982 -0.27761 4.91643  0.145
H 2.37999 3.37002 4.20733  0.055
H 3.08711 2.64889 5.65542  0.080
H 1.53808 3.56736 5.64084  0.076
H 0.58299 1.63007 4.32497  0.095
H 0.97690 0.96293 5.85473  0.115
H 2.41162 1.17504 3.26196  0.081
H 1.68914 -0.31489 3.86132  0.091



# C24H42AuBrN6PSi

C24H42AuBrN6PSi as an isolated structure (the ωB97M-V functional and the def2-TZVPD basis, the Open Molecules 2025 dataset).

Summary:
Largest force on an atom (eV/A): 2.59
Energy (eV): -125385.0871
LUMO (spin up / spin down) (eV): -12.3 / -12.3
Gap between HOMO and LUMO (spin up / spin down) (eV): 4.192 / 4.176
Net charge: +3

Each line ends with the Löwdin charge.
Positions of all 76 atoms, in Å:
Au 2.28706 -0.79157 -0.73069  0.935
C 7.35393 0.59850 0.65986  0.022
N 6.28271 -0.10402 -0.05856  -0.085
C 6.46692 -1.05775 -1.02438  0.016
C 5.23351 -1.46437 -1.43204  -0.041
N 4.31472 -0.75219 -0.70782  -0.106
C 4.96106 0.06779 0.11917  -0.439
P 4.20813 1.23868 1.29059  1.214
C 3.07504 0.03594 2.07357  -0.441
N 2.36149 -0.92670 1.48203  -0.041
C 1.73809 -1.66189 2.44598  -0.071
C 2.08721 -1.13468 3.65509  0.006
N 2.92128 -0.07953 3.41022  -0.097
C 3.53584 0.77413 4.43443  0.015
C 3.06490 2.01440 0.09157  -0.438
N 2.32077 1.41047 -0.83919  -0.045
C 1.67224 2.36260 -1.56847  -0.079
C 2.03841 3.57877 -1.06996  0.007
N 2.90629 3.34853 -0.03836  -0.095
C 3.54778 4.38399 0.78184  0.016
H 8.31499 0.23755 0.30743  0.112
H 7.29474 1.66861 0.47689  0.102
H 7.27992 0.40814 1.72770  0.102
H 7.44073 -1.38104 -1.35348  0.154
H 4.97174 -2.19737 -2.17697  0.136
H 1.11089 -2.50734 2.22064  0.123
H 1.81748 -1.44418 4.65129  0.150
H 3.15576 0.48643 5.40970  0.111
H 4.61679 0.65340 4.43209  0.103
H 3.28895 1.81774 4.25705  0.097
H 1.01350 2.12226 -2.38532  0.123
H 1.75941 4.57032 -1.38609  0.150
H 3.18461 5.35831 0.47003  0.111
H 3.30579 4.23991 1.83184  0.098
H 4.62721 4.35562 0.65260  0.102
C -2.49248 -1.48198 -3.52183  -0.105
C -3.39972 -1.89364 -2.36649  -0.608
C -3.11143 -3.32658 -1.93279  -0.091
C -4.87405 -1.59415 -2.60449  -0.057
Si -3.00400 -0.74604 -0.78607  0.989
Br -0.06707 -1.02798 -1.04620  0.420
C -3.18319 1.14662 -1.01780  -0.622
C -4.63057 1.49064 -0.61959  -0.055
C -2.90517 1.59992 -2.45217  -0.089
C -2.19380 1.88291 -0.09097  -0.103
C -3.32408 -1.53323 0.92975  -0.619
C -4.80926 -1.92724 0.99147  -0.056
C -3.03012 -0.47993 2.01279  -0.095
C -2.42672 -2.74531 1.21563  -0.097
H -2.81276 -2.02134 -4.42048  0.109
H -1.45270 -1.75535 -3.33948  0.034
H -2.55063 -0.42803 -3.76782  0.052
H -3.20100 -3.97540 -2.81162  0.110
H -3.82014 -3.69964 -1.19620  0.078
H -2.09058 -3.44985 -1.57018  0.066
H -5.23217 -2.26097 -3.39816  0.118
H -5.04716 -0.57489 -2.95259  0.080
H -5.50232 -1.79193 -1.73341  0.081
H -5.36777 0.99574 -1.25469  0.086
H -4.77392 2.56859 -0.73665  0.111
H -4.84850 1.24712 0.42090  0.074
H -3.63736 1.22049 -3.16318  0.082
H -1.90009 1.32456 -2.77869  0.070
H -2.97257 2.69121 -2.48434  0.102
H -2.41161 1.73452 0.96210  0.060
H -2.27628 2.95593 -0.28957  0.099
H -1.15816 1.59099 -0.28457  0.027
H -5.47558 -1.08662 0.78403  0.087
H -5.02874 -2.27337 2.00517  0.111
H -5.05246 -2.74445 0.31282  0.078
H -3.69895 0.37735 1.96093  0.073
H -1.99317 -0.13751 1.97849  0.074
H -3.18702 -0.94466 2.99073  0.103
H -2.59595 -3.57506 0.53695  0.065
H -2.65220 -3.10378 2.22383  0.103
H -1.36843 -2.47711 1.18415  0.029



Asked for energy relative to the best compared isomer or geometry (same formula, charge and spin) across the records above, the calculation gives 4.932; 0.565 eV in order.